1.
The following is a DFT calculation (ωB97M-V/def2-TZVPD) of an isolated molecule of C6H6 in a non-equilibrium geometry.

Output
Energy relative to the best compared isomer or geometry (same formula, charge and spin) = 5.881 eV
Total charge = 0
Total energy = -6313.319 eV
Multiplicity = 1

```
12
Properties=species:S:1:pos:R:3:nbo_charge:R:1
C -1.71 0.96 -0.25 -0.661
C -1.33 -0.48 -0.27 -0.108
C -0.17 -1.05 0.15 -0.334
C 1.10 -0.65 0.58 0.086
C 2.28 -0.20 0.16 -0.179
C 3.46 0.16 0.05 -0.144
H -2.54 1.09 0.45 0.226
H -0.88 1.59 0.09 0.220
H -2.06 1.29 -1.23 0.225
H -2.13 -1.19 -0.47 0.195
H -0.41 -2.05 0.49 0.242
H 4.35 0.55 -0.41 0.232
```



2.
The following is a DFT calculation (ωB97M-V/def2-TZVPD) of an isolated molecule of C6H6.

Output
Energy relative to the best compared isomer or geometry (same formula, charge and spin) = 4.461 eV
Total charge = 0
Total energy = -6314.740 eV
Multiplicity = 1
SMILES = C#CCC1=CC1

```
12
Properties=species:S:1:pos:R:3:nbo_charge:R:1
C 0.39 2.82 0.75 -0.230
C -0.14 1.74 0.68 -0.002
C -0.78 0.43 0.56 -0.521
C 0.03 -0.59 -0.14 0.043
C 1.12 -1.04 -0.68 -0.182
C -0.08 -1.94 -0.77 -0.427
H 0.86 3.78 0.80 0.236
H -1.74 0.53 0.03 0.252
H -1.04 0.05 1.56 0.255
H 2.15 -0.91 -0.95 0.227
H -0.62 -2.05 -1.72 0.174
H -0.14 -2.83 -0.13 0.174
```